Formula: C14H15NSnTe
Source: the Open Molecules 2025 dataset
Level of theory: wB97M-V/def2-TZVPD

For the total energy, the calculation gives -1079.413583 a.u. The calculation puts the lowest unoccupied orbital energy at 4.9 eV. Its gap between HOMO and LUMO is 3.4 eV. Its HOMO energy is 1.45 eV.

ORCA input file:
```
! RIJCOSX wB97M-V def2-TZVPD def2/J DEFGRID3
* xyz -2 1
C -0.0700 -1.4803 -3.1367
C -1.3765 -1.4822 -2.5980
C -1.2990 -1.9397 -1.2372
C 0.0975 -2.2520 -0.9682
C 0.8305 -1.9752 -2.1621
Sn -0.3196 0.2633 -0.5264
C -1.0471 1.8135 -1.9710
C 0.3643 2.0373 -2.4756
C 0.6310 2.7614 -3.6261
N 1.2409 1.4079 -1.6559
H -2.1387 -2.1556 -0.5715
H -2.2942 -1.2382 -3.1247
H 0.4689 -2.7289 -0.0582
H 1.8911 -2.1493 -2.3078
H 0.1936 -1.1800 -4.1409
H -1.7384 1.4179 -2.7186
H 2.2436 1.4637 -1.8446
H -1.4499 2.7087 -1.4670
H -0.1957 3.1041 -4.2299
H 1.6492 2.9151 -3.9728
Te -2.2214 0.6459 1.4674
C -0.7277 0.1807 2.8880
C -0.6568 -1.1351 3.3818
C 0.3107 -1.4177 4.3518
C 1.1987 -0.4163 4.7830
C 1.1774 0.8564 4.1876
C 0.2210 1.1662 3.2176
H -1.3612 -1.8758 2.9905
H 0.3723 -2.4225 4.7730
H 1.9267 -0.6369 5.5661
H 1.9092 1.6115 4.4794
H 0.1698 2.1323 2.7071
*
```

These are the Mulliken partial charges, in e, on atoms 1 to 5:
1 C -0.3894
2 C -0.7351
3 C -0.7572
4 C -0.3740
5 C -0.6251

***

Formula: C7H9N3O
Source: the Open Molecules 2025 dataset
Level of theory: wB97M-V/def2-TZVPD

For the total energy, the calculation gives -511.454612 a.u. The calculation puts the lowest unoccupied orbital energy (spin up / spin down) at 0.5 / 0.1 eV. Its gap between HOMO and LUMO (spin up / spin down) is 8.5 / 7.3 eV. The calculation puts the energy relative to the best compared isomer or geometry (same formula, charge and spin) at 5.196 eV. Its HOMO energy (spin up / spin down) is -8.06 / -7.26 eV.

ORCA input file:
```
! RIJCOSX wB97M-V def2-TZVPD def2/J DEFGRID3
* xyz 0 1
C 3.6408 0.1920 0.8848
C -3.0648 0.6733 0.3943
C -1.8862 0.7804 -0.2562
C -1.8642 -0.9873 0.9907
C 0.6721 -1.7710 -0.7714
C 0.8731 1.9420 -0.6511
C 0.1654 -0.3974 -0.5305
N 3.7215 -0.8816 0.4751
N -2.9725 -0.3992 1.1740
N -1.1464 -0.3248 0.0395
O 0.9652 0.5952 -0.6747
H -3.9333 1.3362 0.2714
H -1.5635 1.4102 -1.1977
H -1.6301 -1.8745 1.5055
H 1.2188 -1.7689 -1.6836
H -0.2023 -2.4173 -0.7928
H 1.3342 -2.0827 0.0047
H 1.8575 2.4178 -0.6186
H 0.3080 2.4072 0.1049
H 3.5069 1.1507 1.3318
*
```

These are the Mulliken partial charges, in e, on atoms 1 to 5:
1 C 0.1014
2 C -0.3988
3 C -0.3012
4 C -0.0225
5 C -1.2686

***

Formula: C5H7NO
Source: the Open Molecules 2025 dataset
Level of theory: wB97M-V/def2-TZVPD

For the total energy, the calculation gives -324.606823 a.u. The calculation puts the lowest unoccupied orbital energy at 1.0 eV. Its gap between HOMO and LUMO is 10.3 eV. The calculation puts the energy relative to the best compared isomer or geometry (same formula, charge and spin) at 3.201 eV. Its HOMO energy is -9.27 eV.

ORCA input file:
```
! RIJCOSX wB97M-V def2-TZVPD def2/J DEFGRID3
* xyz 0 1
C -1.9384 0.0005 0.1234
C -0.4585 -0.0971 -0.1058
N 0.2090 -1.1140 0.8047
C 0.6601 0.2439 0.8217
C 1.8070 0.3410 -0.1288
C 0.3638 0.0637 -1.3340
O 0.1946 0.3314 -2.4828
H -2.4706 0.7945 -0.4103
H -2.0789 0.1447 1.1976
H -2.3757 -0.9636 -0.1433
H 0.8601 -1.6765 0.2498
H 0.4391 0.8028 1.7188
H 2.7222 -0.1293 0.3179
H 2.0660 1.2580 -0.6290
*
```

These are the Mulliken partial charges, in e, on atoms 1 to 5:
1 C -1.1705
2 C 0.7705
3 N -0.5887
4 C 0.0995
5 C -1.0538

***

Formula: C29H40FOSn
Source: the Open Molecules 2025 dataset
Level of theory: wB97M-V/def2-TZVPD

For the total energy, the calculation gives -1518.374738 a.u. The calculation puts the lowest unoccupied orbital energy at 2.0 eV. Its gap between HOMO and LUMO is 4.2 eV. Its HOMO energy is -2.19 eV.

ORCA input file:
```
! RIJCOSX wB97M-V def2-TZVPD def2/J DEFGRID3
* xyz -1 1
F -8.6066 -2.0208 0.4598
C -7.5537 -1.6343 -0.3342
C -7.7978 -0.7153 -1.3523
C -6.7202 -0.3919 -2.1922
C -5.4642 -0.9455 -1.9926
C -5.1968 -1.8509 -0.9128
C -3.8557 -2.3010 -0.7464
C -3.3477 -3.3250 0.1091
C -1.9825 -3.7209 -0.0658
C -1.3773 -4.6568 0.7628
C -2.1084 -5.2734 1.7903
C -3.4623 -4.9515 1.9547
C -4.0740 -4.0058 1.1360
C -6.3178 -2.2160 -0.1034
H -8.7956 -0.3058 -1.5103
H -6.8849 0.3009 -3.0139
H -4.6325 -0.6907 -2.6563
H -3.1497 -1.8969 -1.4745
H -1.4262 -3.2486 -0.8785
H -0.3361 -4.9261 0.6053
H -1.6363 -6.0256 2.4302
H -4.0514 -5.4536 2.7260
H -5.1185 -3.7801 1.3066
H -6.2258 -2.9210 0.7063
C 2.9342 -2.4573 2.7418
C 3.6395 -1.6456 1.6588
C 2.9075 -0.3396 1.3313
C 3.6144 0.4781 0.2515
Sn 2.5165 2.2505 -0.3012
C 2.3567 3.5235 1.4511
C 1.6450 2.8457 2.6378
C 2.5634 2.5343 3.8242
C 1.8377 1.8198 4.9618
C 3.6675 3.2548 -1.8480
C 3.8082 2.4322 -3.1431
C 3.0645 3.0369 -4.3369
C 3.1633 2.1845 -5.5986
C 0.5919 1.5459 -0.8658
C -0.4468 2.2800 -1.4037
C -1.5364 1.3968 -1.6207
C -1.1311 0.1533 -1.1905
O 0.1587 0.2222 -0.7544
H 3.4863 -3.3791 2.9447
H 2.8678 -1.8924 3.6785
H 1.9198 -2.7304 2.4307
H 4.6630 -1.4049 1.9705
H 3.7166 -2.2356 0.7379
H 1.8879 -0.5761 0.9931
H 2.7925 0.2597 2.2490
H 4.6151 0.8041 0.5653
H 3.6993 -0.0941 -0.6821
H 3.3797 3.8389 1.6962
H 1.7883 4.3922 1.0950
H 0.8258 3.4950 2.9869
H 1.1529 1.9163 2.3065
H 3.4223 1.9341 3.4937
H 2.9797 3.4802 4.1937
H 2.4921 1.7084 5.8303
H 0.9546 2.3838 5.2783
H 1.5094 0.8182 4.6615
H 3.1783 4.2227 -2.0146
H 4.6470 3.4259 -1.3826
H 4.8754 2.3353 -3.4004
H 3.4496 1.4035 -2.9813
H 2.0093 3.1822 -4.0753
H 3.4767 4.0335 -4.5336
H 2.6803 2.6842 -6.4409
H 4.2058 2.0009 -5.8721
H 2.6717 1.2177 -5.4598
H -0.4189 3.3467 -1.5942
H -2.5110 1.6599 -2.0182
H -1.6497 -0.7902 -1.2060
*
```

These are the Mulliken partial charges, in e, on atoms 1 to 5:
1 F -0.3589
2 C 0.2618
3 C -0.6574
4 C -0.3047
5 C -1.0160

***

Formula: C17H15N3O2S
Source: the Open Molecules 2025 dataset
Level of theory: wB97M-V/def2-TZVPD

For the total energy, the calculation gives -1369.680021 a.u. The calculation puts the lowest unoccupied orbital energy at -0.7 eV. Its gap between HOMO and LUMO is 7.2 eV. The calculation puts the energy relative to the best compared isomer or geometry (same formula, charge and spin) at 4.102 eV. Its SMILES is N#Cc1c(N/C=C2\C=CC(=O)C=C2O)sc2c1C1CCN2CC1. Its HOMO energy is -7.92 eV.

ORCA input file:
```
! RIJCOSX wB97M-V def2-TZVPD def2/J DEFGRID3
* xyz 0 1
N -2.1613 1.2349 -2.7739
O -5.7678 -3.0645 4.0872
C -1.2155 0.9909 -2.1469
O -1.1075 -2.6105 3.9242
S 1.4486 -0.5562 0.4305
C -4.7960 -2.6074 3.5065
C -4.9251 -2.0261 2.1819
C -3.4864 -2.8045 4.0741
C -0.0871 0.6013 -1.3558
C -3.8191 -1.6600 1.4722
C -2.3449 -2.4420 3.3778
C -0.1197 -0.2624 -0.2746
C 2.1603 0.5554 -0.7297
C 1.2571 1.1402 -1.5903
C -2.4760 -1.8023 2.0748
C -1.3210 -1.3969 1.4549
N -1.3216 -0.8518 0.1866
N 3.4924 0.9744 -0.9334
C 3.6235 2.4429 -0.6865
C 3.8535 0.6030 -2.3254
C 2.6449 3.1807 -1.6632
C 2.9433 1.3702 -3.3121
C 1.8335 2.1498 -2.5260
H -1.2284 -3.1617 4.7284
H -5.9028 -1.9562 1.7160
H -3.4580 -3.3110 5.0293
H -3.9525 -1.3321 0.4441
H -0.4065 -1.4714 2.0118
H -2.1931 -0.7687 -0.3178
H 3.3478 2.6561 0.3483
H 4.6667 2.7944 -0.8127
H 4.8910 0.7972 -2.6282
H 3.6802 -0.4673 -2.4314
H 2.0131 3.8359 -1.0587
H 3.1791 3.8345 -2.3238
H 3.4931 2.0982 -3.9456
H 2.4961 0.6861 -4.0663
H 1.0662 2.6068 -3.1461
*
```

These are the Mulliken partial charges, in e, on atoms 1 to 5:
1 N -0.5607
2 O -0.6409
3 C -0.0885
4 O -0.5183
5 S -0.3535

***

Formula: C21H22BF5N6ReSe
Source: the Open Molecules 2025 dataset
Level of theory: wB97M-V/def2-TZVPD

For the total energy, the calculation gives -4145.339531 a.u. The calculation puts the lowest unoccupied orbital energy (spin up / spin down) at -8.9 / -8.5 eV. Its gap between HOMO and LUMO (spin up / spin down) is 5.9 / 6.3 eV. The calculation puts the energy relative to the best compared isomer or geometry (same formula, charge and spin) at 0.557 eV. Its HOMO energy (spin up / spin down) is -14.80 / -14.81 eV. Its expectation value of S² is 0.7783.

ORCA input file:
```
! RIJCOSX wB97M-V def2-TZVPD def2/J DEFGRID3
* xyz 2 2
Re -0.6424 0.3495 -1.4458
C -3.8545 -0.6549 -2.5632
C -3.3729 -1.1737 -1.2553
C -3.9688 -2.0124 -0.3501
C -3.0622 -2.1688 0.7138
C -3.2076 -2.9758 1.9532
N -1.9745 -1.4482 0.4449
N -2.1417 -0.8227 -0.7665
B -0.6370 -1.1891 1.2251
N -0.5420 0.3375 1.4405
N -0.7217 1.1531 0.3502
C -0.9010 2.4318 0.8015
C -1.2384 3.5783 -0.0820
C -0.8072 2.4107 2.1747
C -0.5934 1.0813 2.5496
C -0.4435 0.5079 3.9136
N 0.5224 -1.6317 0.2995
N 0.5075 -1.1827 -0.9999
C 1.3935 -1.9386 -1.7225
C 1.5341 -1.8497 -3.1998
C 1.9877 -2.8281 -0.8570
C 1.4130 -2.6237 0.4009
C 1.6846 -3.3384 1.6761
H -4.8437 -1.0484 -2.7838
H -3.1974 -0.9601 -3.3806
H -3.9357 0.4344 -2.5551
H -4.9389 -2.4707 -0.4268
H -4.1637 -3.4915 1.9549
H -3.1563 -2.3394 2.8366
H -2.4128 -3.7178 2.0270
H -0.6244 -1.7784 2.2541
H -1.3894 3.2846 -1.1213
H -0.4570 4.3383 -0.0560
H -2.1606 4.0361 0.2752
H -0.9036 3.2523 2.8381
H -0.5484 1.2938 4.6571
H 0.5383 0.0489 4.0306
H -1.1953 -0.2555 4.1079
H 0.8829 -1.0961 -3.6424
H 1.2716 -2.8146 -3.6339
H 2.5570 -1.6234 -3.4885
H 2.7306 -3.5658 -1.1042
H 2.3606 -4.1699 1.4963
H 0.7695 -3.7228 2.1222
H 2.1515 -2.6648 2.3954
F 5.5594 3.8525 0.1634
C 4.4850 3.4051 -0.4525
C 4.4271 2.0825 -0.8729
F 5.4453 1.2666 -0.6530
C 3.2910 1.6234 -1.5156
F 3.2549 0.3463 -1.9104
C 2.2042 2.4516 -1.7416
Se 0.6629 1.8606 -2.7330
C 2.2825 3.7689 -1.3188
F 1.2599 4.6012 -1.5364
C 3.4064 4.2527 -0.6709
F 3.4524 5.5078 -0.2626
*
```

These are the Mulliken partial charges, in e, on atoms 1 to 5:
1 Re 0.6994
2 C -1.4985
3 C 0.7220
4 C -1.2214
5 C 0.8682